Formula: C3H3N2OS
Source: the OMol25 dataset
Level of theory: ωB97M-V/def2-TZVPD

Gap between HOMO and LUMO (alpha / beta), eV: 7.81 / 7.81
HOMO (alpha / beta), Ha: -0.524 / -0.524
Charge: +1
E, Eh: -698.56063

The geometry in XYZ format:
```
10
C3H3N2OS, DFT ωB97M-V/def2-TZVPD
C -2.30408 0.38204 0.50700
C -0.27543 -1.01626 0.20183
C 2.00743 -0.09986 -0.43363
N -1.32578 -0.58588 0.48038
N -3.33894 0.91564 0.95987
O -2.33603 1.59061 -0.01996
S 1.17779 -1.65528 -0.16736
H 2.87867 -0.35321 -1.07668
H 2.26925 0.23834 0.50491
H 1.24710 0.58386 -0.95635
```

***

Formula: C3H3N2S
Source: the OMol25 dataset
Level of theory: ωB97M-V/def2-TZVPD

Spin multiplicity: 3
Gap between HOMO and LUMO (alpha / beta), eV: 8.55 / 6.99
HOMO (alpha / beta), Ha: -0.505 / -0.546
Charge: +1
E, Eh: -623.26053

The geometry in XYZ format:
```
9
C3H3N2S, DFT ωB97M-V/def2-TZVPD
C -0.70623 0.30485 0.04316
C -0.13681 -0.20536 -1.79961
C 0.44549 -0.71049 -0.72455
N -1.15755 0.60104 -1.10647
N -0.14416 0.38290 1.12788
S -0.07406 0.11501 2.72338
H -0.04387 -0.22462 -2.94696
H 1.07407 -1.35236 -0.23747
H 0.74311 1.08903 2.92065
```

***

Formula: C3H3N3
Source: the OMol25 dataset
Level of theory: ωB97M-V/def2-TZVPD

Gap between HOMO and LUMO, eV: 10.98
SMILES: N#CC(N)C#N
HOMO, Ha: -0.393
E, Eh: -280.29505

The geometry in XYZ format:
```
9
C3H3N3, DFT ωB97M-V/def2-TZVPD
N -2.40720 -0.93216 -0.71241
C -1.42098 -0.56894 -0.23145
C -0.18888 -0.01822 0.34920
N 0.37455 1.10984 -0.47895
C 0.79057 -1.01066 0.78470
N 1.64278 -1.70073 1.14598
H -0.26325 0.93151 0.94946
H 1.37429 1.21227 -0.42306
H 0.12194 1.05213 -1.43480
```

***

One value per record, in order, for energy relative to the best compared isomer or geometry (same formula, charge and spin): 6.151; 2.187; 2.333 eV.